Arrangement P

One molecule with the formula C7H10FNO2, computed with ωB97M-V/def2-TZVPD.

Values from the calculation:
Lowest unoccupied orbital energy (alpha / beta) (eV): 0.86 / -1.98
Spin multiplicity: 3
Molecular weight (g/mol): 159.160
⟨S²⟩: 2.02

Positions of all 21 atoms, in Å:
C -1.26044 -1.05573 0.22029
C 1.10237 0.98294 -2.20579
C -0.02036 0.00103 -2.44430
C 0.00157 0.81371 -1.14830
C -0.05123 -0.22478 2.59323
C 0.16560 0.76531 1.40524
C 0.27766 0.04695 0.08458
N -0.68441 -2.17640 0.26012
O -2.25811 -0.52741 -0.13268
O -0.07538 -2.81592 1.10275
F 1.39954 -0.66752 -0.06363
H 2.08881 0.71140 -1.95336
H 0.96416 1.87430 -2.79844
H -0.77110 0.52801 -3.02929
H -0.12934 -1.07125 -2.41042
H -0.93015 1.40010 -1.16026
H 0.46623 0.22086 3.36312
H -1.13474 -0.42166 2.78492
H 0.29603 -1.31171 2.54676
H 1.15112 1.35764 1.45371
H -0.59784 1.57013 1.53175

***

Arrangement Q

A 3-piece molecular cluster, C7H10FNO2 overall, computed with ωB97M-V/def2-TZVPD.

Values from the calculation:
Lowest unoccupied orbital energy (alpha / beta) (eV): 0.60 / -1.64
Spin multiplicity: 3
Molecular weight (g/mol): 159.160
⟨S²⟩: 2.01

Positions of all 21 atoms, in Å:
C -2.85261 -1.29990 -1.29850
C 0.09646 -2.68396 2.50738
C 0.37132 -0.34626 -0.66809
C 3.07915 2.35047 0.33896
C -0.97122 0.29726 -0.99414
C 2.00786 2.38798 1.04547
C -2.07157 -0.59927 -0.52600
N -3.37103 -2.14675 -1.97072
O -0.10722 -1.92595 3.34428
O 0.19412 -3.38964 1.58958
F -2.39448 -0.35687 0.75029
H 0.37354 -1.35818 -1.12357
H 1.29470 0.21100 -0.96503
H 0.65798 -0.29410 0.37637
H 4.04003 2.03374 0.61403
H -4.33075 -1.94384 -2.32562
H 3.00392 2.67868 -0.75289
H -0.96447 1.28160 -0.61660
H -1.09886 0.39887 -2.02440
H 1.97578 1.86989 2.08367
H 1.06737 2.83521 0.61552

***

Computed relative energies in units of hartree: arrangement P 0.0436; arrangement Q 0.0000

***

Arrangement P

One molecule with the formula C3H10N2O3S, computed with ωB97M-V/def2-TZVPD.

Values from the calculation:
SMILES string: NCCCS(=O)(=O)NO
Lowest unoccupied orbital energy (eV): 0.61
Molecular weight (g/mol): 154.191

Positions of all 19 atoms, in Å:
N 1.50504 1.57410 1.55412
C 1.39128 0.32207 2.17890
C 0.14659 -0.41850 2.07955
C -0.06842 -1.08277 0.71141
S -0.49738 0.13651 -0.51250
O 0.73638 0.69585 -1.20358
O -1.55302 1.04043 -0.10149
N -1.20024 -0.84619 -1.74178
O -0.14240 -1.59521 -2.29440
H 0.80839 2.32203 1.60254
H 1.60868 1.48818 0.49864
H 1.60766 0.38514 3.26135
H 2.23099 -0.31765 1.90797
H 0.03217 -1.19577 2.87129
H -0.66837 0.38985 2.20229
H -0.80899 -1.82186 0.80079
H 0.85758 -1.50003 0.33930
H -1.60714 -0.12531 -2.40910
H 0.61919 -0.95750 -2.58481

***

Arrangement Q

A 2-piece molecular cluster, C3H10N2O3S overall, computed with ωB97M-V/def2-TZVPD.

Values from the calculation:
Lowest unoccupied orbital energy (eV): 0.47
Molecular weight (g/mol): 154.191

Positions of all 19 atoms, in Å:
C 0.71083 1.83616 -0.66900
C 0.53021 -1.24603 -0.48687
C -0.12240 -0.05793 0.16122
N 1.90755 -1.46186 -0.01683
N -0.00106 0.05263 1.53254
O -2.32799 -1.19512 0.37103
O -2.09069 0.32126 -1.66646
O -2.39992 1.41168 0.48357
S -1.86540 0.00559 -0.28630
H -0.22566 2.18356 -0.69702
H 1.42908 2.03970 0.01438
H 1.01340 1.38169 -1.66572
H -0.06693 -2.17197 -0.25970
H 0.52337 -1.27691 -1.51421
H 2.21620 -0.44756 0.20639
H 2.58438 -1.91965 -0.67310
H -2.00319 1.33794 1.35544
H -0.75161 -0.36175 2.11064
H 0.93982 -0.43141 1.70000

***

Computed relative energies in units of hartree: arrangement P 0.0000; arrangement Q 0.0338